Record 1
DFT (ωB97M-V/def2-TZVPD) results for C31H44AsCdN3O3SSe3 as an isolated structure.

The geometry in ORCA input format:
```
! RIJCOSX wB97M-V def2-TZVPD def2/J DEFGRID3
* xyz -2 1
Cd -0.192 0.263 0.405
O -0.120 4.836 0.637
C 0.945 4.174 -0.040
C 2.133 3.848 0.875
C 2.984 5.111 1.079
O 3.658 5.592 -0.073
C 1.661 3.467 2.293
Se 0.229 2.112 2.587
C 2.989 2.709 0.322
Se 3.590 2.775 -1.570
H -0.501 4.175 1.240
H 1.288 4.836 -0.833
H 0.588 3.255 -0.509
H 3.708 4.915 1.888
H 2.317 5.914 1.416
H 3.844 4.830 -0.667
H 1.263 4.361 2.778
H 2.523 3.131 2.870
H 2.428 1.783 0.434
H 3.898 2.634 0.925
C 3.615 -0.651 0.655
C 2.915 -1.097 1.899
C 3.688 -1.324 3.063
C 3.083 -1.785 4.189
C 1.693 -2.031 4.188
C 1.030 -2.532 5.325
C -0.324 -2.730 5.278
C -1.045 -2.461 4.111
C -0.438 -1.996 2.951
S -1.388 -1.783 1.521
C 0.981 -1.757 2.987
N 1.617 -1.298 1.872
H 2.920 -0.390 -0.141
H 4.235 0.223 0.848
H 4.280 -1.439 0.301
H 4.753 -1.124 3.037
H 3.653 -1.964 5.095
H 1.601 -2.755 6.220
H -0.848 -3.092 6.157
H -2.116 -2.612 4.092
C 0.025 -2.014 -5.048
N 0.826 -2.422 -3.922
C 0.349 -2.819 -2.706
Se -1.377 -3.030 -2.209
N 1.439 -3.131 -1.952
C 2.605 -2.977 -2.687
C 3.933 -3.264 -2.426
C 4.857 -2.993 -3.426
C 4.464 -2.473 -4.656
C 3.127 -2.232 -4.939
C 2.210 -2.504 -3.939
H -1.020 -2.057 -4.750
H 0.192 -2.690 -5.890
H 0.281 -0.995 -5.342
H 1.360 -3.304 -0.961
H 4.238 -3.689 -1.480
H 5.907 -3.184 -3.243
H 5.215 -2.251 -5.403
H 2.812 -1.839 -5.897
C -0.100 0.829 -2.848
C -0.825 1.148 -1.561
O -1.789 1.882 -1.608
H -0.335 -0.217 -3.072
H 0.981 0.936 -2.718
H -0.457 1.467 -3.664
C -5.208 1.261 -2.123
C -5.358 1.302 -0.603
As -3.935 0.269 0.326
C -4.527 -1.540 -0.244
C -6.016 -1.865 -0.166
C -4.803 0.276 2.111
C -4.437 1.547 2.878
H -5.986 1.852 -2.617
H -5.276 0.236 -2.497
H -4.235 1.660 -2.411
H -6.345 0.940 -0.298
H -5.266 2.333 -0.253
H -3.956 -2.235 0.372
H -4.168 -1.679 -1.267
H -6.400 -1.730 0.848
H -6.201 -2.905 -0.455
H -6.602 -1.228 -0.834
H -4.429 -0.599 2.647
H -5.889 0.181 2.020
H -3.353 1.648 2.958
H -4.854 1.542 3.888
H -4.813 2.436 2.364
*
```

ΔE to the lowest compared entry with this formula, charge and spin: 0.497 eV
Orbital gap: 5.02 eV
E_HOMO: -0.0404 hartree

Record 2
DFT (ωB97M-V/def2-TZVPD) results for a 4-piece molecular cluster, C2H12NO4 overall in a non-equilibrium geometry.

The geometry in ORCA input format:
```
! RIJCOSX wB97M-V def2-TZVPD def2/J DEFGRID3
* xyz -1 1
C 1.608 0.577 1.424
O 2.937 0.162 0.999
C 0.542 -0.469 1.071
N 0.226 -0.322 -0.326
H 1.731 0.691 2.486
H 1.394 1.527 0.934
H 1.143 -1.411 1.171
H -0.294 -0.518 1.787
H 1.847 -0.469 -1.493
H -0.079 -1.155 -0.815
H 2.233 0.706 -2.280
H 3.072 0.432 0.076
O 2.434 -0.238 -2.248
H -2.687 1.682 -0.565
H -0.570 0.326 -0.448
O -2.543 0.742 -0.715
H -4.413 -1.528 -0.257
H -3.851 -0.104 -0.405
O -4.730 -0.628 -0.398
*
```

ΔE to the lowest compared entry with this formula, charge and spin: 0.898 eV
Orbital gap: 7.53 eV
E_HOMO: -0.1457 hartree

Record 3
DFT (ωB97M-V/def2-TZVPD) results for C16H16BrNO2 as an isolated structure in a non-equilibrium geometry.

The geometry in ORCA input format:
```
! RIJCOSX wB97M-V def2-TZVPD def2/J DEFGRID3
* xyz 0 1
Br 0.289 2.495 -1.680
C 1.271 0.917 -1.050
C 1.514 -0.232 -1.827
C 2.297 -1.197 -1.365
C 2.893 -1.172 -0.165
C 2.504 0.014 0.819
C 1.742 1.235 0.384
C 1.562 2.080 1.315
N 0.190 2.088 1.834
H -0.550 2.160 0.955
C -0.271 0.941 2.877
H -0.151 1.351 3.832
C -1.463 0.435 2.181
C -1.598 -0.316 1.061
C -0.753 -1.537 0.827
C -0.774 -1.977 -0.323
C -1.291 -1.358 -1.589
C -1.987 -0.167 -1.324
C -2.135 0.196 -0.117
H -2.721 1.341 0.049
O -2.314 0.111 -2.546
C -2.057 -0.752 -3.289
O -1.346 -1.892 -2.681
H -1.425 -0.275 -4.101
H -2.699 -1.528 -3.914
H -0.247 -3.106 -0.517
H -0.391 -1.838 1.593
H -1.873 -0.480 3.205
H -2.390 1.299 2.410
H 0.468 0.293 2.614
H 2.130 2.022 2.239
H 1.728 3.068 0.774
H 2.813 -0.132 1.863
H 3.348 -1.954 0.313
H 2.526 -1.950 -1.976
H 1.161 -0.181 -2.680
*
```

ΔE to the lowest compared entry with this formula, charge and spin: 16.160 eV
Orbital gap: 7.79 eV
E_HOMO: -0.2641 hartree

Record 4
DFT (ωB97M-V/def2-TZVPD) results for C14H25ClNPW as an isolated structure in a non-equilibrium geometry.

The geometry in ORCA input format:
```
! RIJCOSX wB97M-V def2-TZVPD def2/J DEFGRID3
* xyz 2 3
C 1.465 2.977 -1.874
C 0.841 3.176 -0.644
C 0.450 2.092 0.165
C 0.710 0.788 -0.290
C 1.328 0.588 -1.544
C 1.730 1.682 -2.311
C -0.134 2.399 1.512
C -1.377 1.645 2.020
N -1.737 0.468 1.232
W 0.353 -0.936 0.944
C 1.568 -0.814 -2.012
P 0.432 -1.967 -1.098
H 0.646 4.187 -0.292
H 2.242 1.498 -3.258
H 1.746 3.827 -2.491
H 2.600 -1.165 -1.825
H 1.350 -0.959 -3.084
H 0.649 2.334 2.288
H -0.436 3.459 1.498
H -1.208 1.310 3.052
C 1.174 -3.599 -1.278
C -1.059 -2.032 -2.139
H -2.267 2.305 2.005
C -2.385 0.793 -0.030
C -2.485 -0.551 1.982
H 1.423 -2.294 1.332
H -3.297 1.379 0.196
H -1.725 1.389 -0.667
H -2.653 -0.126 -0.564
H -3.566 -0.413 1.796
H -2.182 -1.559 1.657
H -2.285 -0.449 3.055
H -0.803 -2.594 -3.051
H -1.857 -2.554 -1.590
H -1.400 -1.022 -2.409
H 1.151 -3.867 -2.345
H 2.208 -3.588 -0.908
H 0.579 -4.318 -0.696
H 0.779 -2.524 1.601
Cl 0.717 -0.628 3.534
C 1.878 -0.244 2.172
H 2.102 0.826 2.142
H 2.736 -0.921 2.219
*
```

ΔE to the lowest compared entry with this formula, charge and spin: 0.000 eV
Orbital gap (alpha / beta): 6.26 / 6.60 eV
E_HOMO (alpha / beta): -0.5548 / -0.5641 hartree

Record 5
DFT (ωB97M-V/def2-TZVPD) results for a single C15H15N5O4 molecule in a non-equilibrium geometry.

The geometry in ORCA input format:
```
! RIJCOSX wB97M-V def2-TZVPD def2/J DEFGRID3
* xyz 0 1
C -6.279 -1.492 1.401
O -5.657 -0.417 0.705
C -4.339 -0.500 0.552
O -3.661 -1.409 0.949
C -3.810 0.718 -0.205
C -4.326 0.733 -1.644
N -2.362 0.759 -0.129
C -1.629 -0.264 -0.626
N -0.346 -0.380 -0.590
C 0.277 0.647 0.035
C -0.366 1.760 0.597
N 0.591 2.564 1.120
N 1.724 2.035 0.920
N 1.594 0.863 0.262
C 2.708 0.085 -0.072
C 2.555 -1.140 -0.706
C 3.669 -1.895 -1.026
C 4.945 -1.433 -0.715
O 6.100 -2.093 -0.985
C 6.032 -3.345 -1.624
C 5.085 -0.197 -0.075
C 3.981 0.557 0.245
C -1.796 1.876 0.556
O -2.511 2.745 0.995
H -6.129 -2.429 0.862
H -7.336 -1.245 1.454
H -5.855 -1.588 2.402
H -4.160 1.621 0.315
H -3.942 1.609 -2.161
H -4.017 -0.158 -2.186
H -5.412 0.779 -1.634
H -2.174 -1.063 -1.107
H 1.567 -1.499 -0.946
H 3.526 -2.844 -1.518
H 5.573 -3.267 -2.614
H 5.480 -4.074 -1.022
H 7.064 -3.676 -1.732
H 6.079 0.147 0.159
H 4.078 1.510 0.739
*
```

ΔE to the lowest compared entry with this formula, charge and spin: 0.000 eV
Structure (SMILES): COC(=O)[C@H](C)n1cnc2c(nnn2-c2ccc(OC)cc2)c1=O
Orbital gap: 8.82 eV
E_HOMO: -0.3065 hartree

Record 6
DFT (ωB97M-V/def2-TZVPD) results for a 2-piece molecular cluster, C4H12S2 overall in a non-equilibrium geometry.

The geometry in ORCA input format:
```
! RIJCOSX wB97M-V def2-TZVPD def2/J DEFGRID3
* xyz 0 1
C 1.517 1.225 2.632
C 0.292 1.320 1.658
S -1.116 0.335 2.354
H 2.425 1.533 2.117
H 1.401 2.045 3.358
H 1.523 0.266 3.156
H 0.594 1.003 0.703
H 0.120 2.392 1.616
H -1.598 1.108 3.384
C -0.619 -2.222 -2.195
C -0.094 -0.886 -2.616
S -0.550 0.658 -1.754
H -1.338 -2.670 -2.876
H -0.015 -3.075 -1.908
H -1.315 -2.147 -1.274
H -0.394 -0.704 -3.654
H 1.007 -0.832 -2.621
H -1.842 0.650 -2.079
*
```

ΔE to the lowest compared entry with this formula, charge and spin: 1.078 eV
Structure (SMILES): CCS.CCS
Orbital gap: 9.66 eV
E_HOMO: -0.3242 hartree

Record 7
DFT (ωB97M-V/def2-TZVPD) results for a single C4H3ClO2S molecule in a non-equilibrium geometry.

The geometry in ORCA input format:
```
! RIJCOSX wB97M-V def2-TZVPD def2/J DEFGRID3
* xyz 0 1
O -2.060 -1.139 -0.490
C -1.235 -0.330 -0.209
O -1.221 1.060 -0.550
C -0.038 1.622 -0.082
C 0.851 0.724 0.451
Cl 2.259 1.024 1.314
C 0.120 -0.535 0.313
S 1.245 -1.632 -0.710
H -0.024 2.602 -0.241
H -0.051 -0.965 1.197
H 0.153 -2.429 -0.992
*
```

ΔE to the lowest compared entry with this formula, charge and spin: 1.242 eV
Structure (SMILES): O=C1OC=C(Cl)[C@@H]1S
Orbital gap: 9.51 eV
E_HOMO: -0.3431 hartree

Record 8
DFT (ωB97M-V/def2-TZVPD) results for a 2-piece molecular cluster, C3H8O overall.

The geometry in ORCA input format:
```
! RIJCOSX wB97M-V def2-TZVPD def2/J DEFGRID3
* xyz 0 1
C 1.198 0.384 -0.151
C 0.294 0.554 0.801
O 0.678 0.771 2.096
H 0.937 0.208 -1.179
H 2.239 0.521 0.109
H -0.777 0.497 0.620
H -0.051 0.591 2.704
C -1.633 -1.354 -2.221
H -2.451 -1.421 -1.507
H -0.798 -0.783 -1.825
H -2.068 -0.893 -3.105
H -1.284 -2.349 -2.498
*
```

ΔE to the lowest compared entry with this formula, charge and spin: 1.001 eV
Structure (SMILES): C=CO.C
Orbital gap: 9.94 eV
E_HOMO: -0.3349 hartree

no.,total energy (eV)
1,-315753.3865
2,-11949.3039
3,-92463.5295
4,-40030.6742
5,-31438.4774
6,-26012.0402
7,-31647.5884
8,-5287.1492